[1]
This record from the OMol25 dataset describes a molecular structure, C29H44N4O3S2SbSe4SiY. The level of theory is ωB97M-V/def2-TZVPD.

```
89
Properties=species:S:1:pos:R:3:mulliken_charge:R:1
Y 0.189 -1.170 -1.252 0.054
N -4.315 4.401 -3.605 -0.669
C -3.867 3.097 -3.396 1.149
C -4.508 2.268 -2.473 -0.859
C -4.061 0.980 -2.260 -0.100
C -2.975 0.497 -2.980 -0.256
C -2.344 1.300 -3.918 -0.407
C -2.795 2.590 -4.131 -0.662
S -2.283 -1.084 -2.574 1.662
O -0.926 -1.007 -3.110 -0.692
O -3.071 -2.155 -3.104 -0.791
N -2.065 -1.096 -1.024 0.583
C -3.046 -1.603 -0.245 0.176
N -4.317 -1.708 -0.685 -0.657
C -5.192 -2.252 0.151 -0.286
C -4.862 -2.655 1.432 -0.905
C -3.551 -2.407 1.820 -0.154
N -2.644 -1.891 1.009 -0.216
H -4.820 4.796 -2.828 0.217
H -3.612 5.032 -3.956 0.226
H -5.343 2.652 -1.898 0.303
H -4.541 0.342 -1.529 0.323
H -1.486 0.925 -4.458 0.424
H -2.284 3.225 -4.847 0.281
H -6.208 -2.348 -0.222 0.429
H -5.584 -3.104 2.097 0.394
H -3.213 -2.626 2.830 0.460
C 1.772 -4.976 0.083 -1.150
S 1.424 -3.340 0.740 1.131
O 0.083 -3.014 0.114 -0.798
C 0.978 -3.794 2.417 -0.013
C -0.331 -4.088 2.765 -0.397
C -0.635 -4.344 4.095 -0.631
C 0.365 -4.295 5.059 -0.434
C 1.672 -3.991 4.697 -0.593
C 1.985 -3.728 3.371 -0.331
H 0.948 -5.637 0.352 0.392
H 2.735 -5.298 0.483 0.329
H 1.865 -4.863 -0.996 0.262
H -1.089 -4.092 1.992 0.371
H -1.654 -4.576 4.383 0.390
H 0.124 -4.489 6.098 0.361
H 2.449 -3.943 5.451 0.395
H 2.998 -3.483 3.058 0.339
C 2.040 0.758 2.741 -2.214
C 2.608 1.233 1.393 3.051
C 3.700 0.221 1.024 -1.403
C 3.281 2.589 1.646 -1.941
Si 1.196 1.229 0.021 -0.568
C -0.363 2.187 0.775 3.386
C -1.357 2.468 -0.356 -2.667
C -0.131 3.496 1.532 -1.935
C -1.109 1.229 1.714 -2.191
C 1.854 2.308 -1.521 3.125
C 1.774 3.833 -1.373 -1.921
C 3.298 1.963 -1.903 -2.221
C 1.002 1.916 -2.741 -2.009
H 2.871 0.547 3.429 0.600
H 1.463 -0.166 2.638 0.237
H 1.405 1.508 3.217 0.329
H 4.480 0.224 1.796 0.535
H 4.187 0.419 0.070 0.190
H 3.312 -0.793 0.972 -0.132
H 4.000 2.485 2.472 0.573
H 2.572 3.369 1.923 0.285
H 3.844 2.938 0.780 0.279
H -0.989 3.193 -1.081 0.133
H -2.295 2.869 0.063 0.698
H -1.617 1.553 -0.899 0.186
H 0.374 4.248 0.929 0.305
H 0.457 3.343 2.436 0.335
H -1.100 3.919 1.848 0.494
H -1.376 0.297 1.209 0.142
H -2.046 1.699 2.057 0.499
H -0.534 0.964 2.599 0.345
H 2.315 4.192 -0.496 0.224
H 0.749 4.199 -1.307 0.332
H 2.230 4.308 -2.256 0.551
H 4.028 2.296 -1.165 0.343
H 3.546 2.462 -2.851 0.552
H 3.450 0.895 -2.057 0.294
H -0.066 2.081 -2.585 0.174
H 1.163 0.867 -3.008 0.243
H 1.304 2.504 -3.621 0.696
Se 4.109 -5.109 -3.032 -0.743
Sb 4.697 -3.064 -1.847 0.714
Se 2.359 -1.814 -1.782 -0.095
Se 5.184 -3.436 0.538 -0.732
Se 6.170 -1.482 -2.942 -0.722
```

Summary:
Multiplicity: 1
E_tot: -12546.55277 a.u.
Charge: -2

***

[2]
This record from the OMol25 dataset describes a molecular structure, C29H45As2F9N3O2PPtS2. The level of theory is ωB97M-V/def2-TZVPD.

```
94
Properties=species:S:1:pos:R:3:mulliken_charge:R:1
Pt 0.639 -0.048 0.242 2.585
C 2.933 -2.764 1.715 -1.498
As 1.268 -2.225 0.902 1.040
C 0.013 -3.050 2.113 -0.176
C 1.223 -3.265 -0.740 0.376
C 2.343 -4.025 -1.062 -0.631
C 2.399 -4.767 -2.235 -0.935
C 1.328 -4.759 -3.109 -0.930
C 0.203 -4.008 -2.802 -1.226
C 0.144 -3.260 -1.630 0.143
As -1.529 -2.385 -1.342 1.037
C -2.195 -1.835 -3.051 -1.489
C -2.722 -3.664 -0.560 -1.155
H 2.856 -3.829 1.933 0.527
H 3.051 -2.219 2.643 0.428
H 3.791 -2.586 1.076 0.357
H 0.137 -4.131 2.071 0.499
H -1.002 -2.754 1.868 -0.574
H 0.248 -2.696 3.115 0.538
H 3.191 -4.056 -0.395 0.421
H 3.282 -5.350 -2.459 0.436
H 1.360 -5.333 -4.025 0.444
H -0.629 -4.016 -3.495 0.404
H -2.563 -2.705 -3.592 0.697
H -1.377 -1.365 -3.592 0.351
H -3.010 -1.139 -2.870 0.382
H -2.828 -4.489 -1.265 0.548
H -3.680 -3.188 -0.376 0.344
H -2.294 -4.030 0.370 0.327
C -1.367 3.062 -6.149 -1.438
C -1.545 2.550 -4.761 0.596
C -2.662 2.723 -3.992 -1.273
C -2.652 2.221 -2.680 1.099
N -1.611 1.561 -2.177 0.520
C -0.526 1.364 -2.933 -0.270
S 0.840 0.493 -2.421 -0.503
N -0.510 1.879 -4.202 0.137
C -3.838 2.388 -1.791 -1.196
H -2.322 3.366 -6.569 0.390
H -0.922 2.304 -6.793 0.410
H -0.704 3.929 -6.139 0.329
H -3.520 3.249 -4.382 0.504
H 0.340 1.733 -4.734 0.326
H -4.445 3.240 -2.089 0.527
H -3.525 2.496 -0.755 0.143
H -4.460 1.490 -1.848 0.226
O -3.630 -0.661 -0.568 -0.641
S -2.512 -0.188 0.245 0.389
N -1.210 -1.016 -0.229 -0.537
F -4.719 1.190 3.780 -0.230
C -3.875 0.905 2.805 0.359
F -2.771 1.656 2.946 -0.212
F -4.443 1.256 1.646 -0.155
C -3.491 -0.603 2.813 0.577
O -2.676 -1.002 1.743 0.079
C -4.777 -1.491 2.817 0.407
F -5.676 -1.022 1.954 -0.221
F -5.323 -1.527 4.027 -0.230
F -4.466 -2.735 2.448 -0.228
C -2.627 -0.905 4.082 0.247
F -3.153 -0.407 5.190 -0.234
F -2.476 -2.223 4.227 -0.267
F -1.403 -0.375 3.932 -0.173
C 3.724 2.420 3.126 -1.692
C 2.551 1.517 2.728 0.857
C 2.648 0.181 3.457 -1.111
P 2.284 1.377 0.912 -0.649
C 1.301 2.870 0.453 0.523
C 1.582 4.191 1.159 -1.805
C -0.154 2.438 0.658 -2.096
C 3.817 1.395 -0.094 0.858
C 4.507 2.757 -0.199 -1.467
C 4.787 0.295 0.324 -1.292
H 3.711 2.552 4.209 0.496
H 3.681 3.406 2.673 0.287
H 4.679 1.963 2.869 0.315
H 1.617 1.994 3.050 0.490
H 3.576 -0.335 3.205 0.324
H 1.795 -0.460 3.235 -0.176
H 2.659 0.361 4.533 0.555
H 1.478 2.977 -0.623 0.666
H 1.415 4.116 2.234 0.318
H 0.896 4.950 0.778 0.488
H 2.595 4.549 0.992 0.380
H -0.390 2.213 1.697 0.280
H -0.473 1.612 -0.036 -0.100
H -0.846 3.218 0.329 0.630
H 3.419 1.145 -1.085 0.292
H 4.913 3.092 0.752 0.264
H 3.839 3.526 -0.584 0.323
H 5.340 2.673 -0.899 0.482
H 5.192 0.465 1.322 0.212
H 5.627 0.264 -0.370 0.500
H 4.307 -0.680 0.308 0.121
```

Summary:
Multiplicity: 1
E_tot: -8073.76894 a.u.
Charge: +2

***

[3]
This record from the OMol25 dataset describes a molecular structure, C29H45BBrCuO2Si2Te. The level of theory is ωB97M-V/def2-TZVPD.

```
82
Properties=species:S:1:pos:R:3:mulliken_charge:R:1
Cu -0.850 -0.372 0.704 -0.859
O 0.305 0.862 3.363 -0.026
B 0.278 -0.360 2.626 0.635
O 0.390 -1.391 3.605 -0.417
C 0.369 -0.824 4.822 0.889
C 0.300 -1.418 6.066 -0.919
C 0.190 -0.582 7.170 -0.419
C 0.133 0.797 7.024 -0.525
C 0.183 1.396 5.773 -0.903
C 0.314 0.572 4.672 0.412
H 0.303 -2.491 6.167 0.420
H 0.117 -1.016 8.158 0.365
H 0.015 1.415 7.904 0.355
H 0.094 2.464 5.663 0.446
C 6.959 -2.184 -0.037 -1.871
C 5.481 -1.920 0.252 2.297
C 5.215 -2.234 1.727 -2.051
C 4.646 -2.922 -0.551 -1.905
Si 4.988 -0.075 -0.183 0.049
Br 2.749 -0.184 -0.450 -0.493
C 5.586 0.518 -1.952 2.178
C 5.362 -0.590 -2.985 -2.095
C 4.777 1.723 -2.443 -1.910
C 7.067 0.897 -1.955 -1.701
C 5.334 1.197 1.253 2.794
C 4.380 0.983 2.432 -2.082
C 5.121 2.637 0.782 -2.260
C 6.771 1.086 1.765 -1.893
H 7.225 -3.193 0.277 0.534
H 7.600 -1.483 0.492 0.310
H 7.166 -2.104 -1.101 0.307
H 5.404 -3.291 1.918 0.590
H 4.178 -2.034 1.985 0.381
H 5.864 -1.666 2.387 0.315
H 4.961 -3.938 -0.313 0.537
H 4.754 -2.783 -1.620 0.313
H 3.593 -2.838 -0.302 0.369
H 4.322 -0.904 -2.987 0.347
H 5.998 -1.451 -2.800 0.327
H 5.598 -0.219 -3.982 0.598
H 3.714 1.506 -2.452 0.350
H 5.072 1.966 -3.464 0.535
H 4.942 2.606 -1.838 0.331
H 7.691 0.066 -1.634 0.278
H 7.255 1.743 -1.299 0.291
H 7.372 1.182 -2.962 0.518
H 3.340 1.049 2.125 0.347
H 4.548 1.759 3.179 0.562
H 4.538 0.025 2.916 0.266
H 4.122 2.777 0.380 0.441
H 5.856 2.927 0.035 0.308
H 5.235 3.316 1.627 0.610
H 6.968 0.110 2.198 0.321
H 6.939 1.832 2.541 0.521
H 7.491 1.257 0.969 0.334
Te 0.292 2.855 0.697 -0.016
C 0.175 4.924 0.259 -0.341
C -1.062 5.552 0.175 -0.311
C -1.174 6.915 0.008 -0.600
C -0.034 7.696 -0.096 -0.288
C 1.208 7.088 -0.052 -0.659
C 1.305 5.722 0.117 -0.002
H -1.955 4.950 0.259 0.431
H -2.154 7.378 -0.029 0.343
H -0.114 8.768 -0.211 0.358
H 2.108 7.687 -0.137 0.355
H 2.280 5.258 0.152 0.347
C -6.331 -1.632 -0.953 -1.005
Si -5.435 -0.014 -0.463 0.241
C -6.366 1.368 -1.406 -0.960
C -5.726 0.238 1.412 -0.989
C -3.606 -0.127 -0.653 -0.425
C -2.403 -0.257 -0.471 0.473
H -7.403 -1.530 -0.804 0.270
H -5.987 -2.464 -0.348 0.285
H -6.166 -1.880 -1.998 0.310
H -7.436 1.284 -1.224 0.263
H -6.212 1.289 -2.480 0.303
H -6.052 2.356 -1.087 0.291
H -6.777 0.260 1.690 0.294
H -5.272 1.166 1.745 0.290
H -5.253 -0.572 1.962 0.292
```

Summary:
<S²>: 0.758
Multiplicity: 2
E_tot: -6368.98820 a.u.
Charge: -1